Record 1
Here is 2 unconnected molecules or ions with the total composition C4H12 at a distorted geometry from the Open Molecules 2025 dataset. Energies are from ωB97M-V/def2-TZVPD.

Last column: natural (NBO) charge in e.
Cartesian coordinates (Å):
1 C 1.278 -0.842 -1.211  -0.62
2 C 1.537 0.614 -1.603  -0.61
3 H 0.583 -1.254 -1.942  0.20
4 H 2.215 -1.377 -1.366  0.20
5 H 0.856 -1.180 -0.270  0.21
6 H 2.122 0.623 -2.524  0.21
7 H 2.223 1.035 -0.867  0.20
8 H 0.680 1.258 -1.771  0.21
9 C -1.000 0.620 1.118  -0.61
10 C -1.905 -0.366 1.857  -0.61
11 H -1.360 1.655 1.016  0.20
12 H 0.007 0.736 1.519  0.20
13 H -0.894 0.327 0.073  0.20
14 H -2.131 -0.018 2.862  0.21
15 H -2.798 -0.491 1.243  0.20
16 H -1.413 -1.339 1.865  0.20

The gap between HOMO and LUMO comes out at 12.7030 eV. As for the SMILES: CC.CC. For the maximum force, the calculation gives 0.030 Eh/bohr. The LUMO energy comes out at 1.156 eV. The highest occupied orbital energy comes out at -11.55 eV. The energy relative to the best compared isomer or geometry (same formula, charge and spin) comes out at 0.317 eV.


Record 2
Here is 2 unconnected molecules or ions with the total composition C14H31ClINO4 from the Open Molecules 2025 dataset. Energies are from ωB97M-V/def2-TZVPD.

Last column: natural (NBO) charge in e.
Cartesian coordinates (Å):
1 C -0.803 0.248 4.024  -0.65
2 C -1.994 1.062 3.522  -0.06
3 O -1.994 1.207 2.110  -0.55
4 C -2.673 0.232 1.364  0.20
5 N -2.516 -1.073 1.928  -0.86
6 C -2.100 0.403 -0.067  0.29
7 C -2.178 1.836 -0.554  -0.71
8 I -3.341 -0.831 -1.393  -0.03
9 O -0.826 -0.103 0.003  -0.58
10 C 0.016 -0.037 -1.134  0.09
11 C 0.980 1.143 -1.007  -0.44
12 C 1.512 1.391 0.400  -0.44
13 C 2.058 2.811 0.532  -0.06
14 O 0.995 3.734 0.721  -0.55
15 C 0.644 3.900 2.079  -0.25
16 C 0.630 -1.423 -1.337  -0.17
17 Cl 1.305 -2.084 0.187  -0.08
18 C 1.635 -1.507 -2.481  -0.44
19 C 3.101 -1.176 -2.139  -0.62
20 H -1.076 -0.791 4.197  0.22
21 H -0.030 0.262 3.256  0.22
22 H -0.409 0.660 4.951  0.21
23 H -1.933 2.078 3.910  0.18
24 H -2.937 0.636 3.864  0.18
25 H -3.744 0.461 1.319  0.16
26 H -3.149 -1.732 1.504  0.38
27 H -1.561 -1.393 1.831  0.38
28 H -2.051 1.918 -1.631  0.22
29 H -3.132 2.273 -0.270  0.23
30 H -1.383 2.403 -0.067  0.25
31 H -0.597 0.119 -2.028  0.20
32 H 0.435 2.044 -1.306  0.22
33 H 1.809 1.043 -1.705  0.22
34 H 2.291 0.675 0.666  0.21
35 H 0.698 1.291 1.116  0.23
36 H 2.782 2.882 1.347  0.17
37 H 2.543 3.113 -0.398  0.18
38 H 1.405 4.486 2.599  0.17
39 H 0.522 2.933 2.575  0.17
40 H -0.310 4.419 2.109  0.19
41 H -0.205 -2.083 -1.571  0.22
42 H 1.596 -2.534 -2.838  0.24
43 H 1.279 -0.888 -3.305  0.21
44 H 3.538 -0.565 -2.929  0.21
45 H 3.175 -0.587 -1.227  0.21
46 H 3.690 -2.079 -2.023  0.22
47 C 0.613 -5.408 -3.388  -0.25
48 O 0.151 -4.197 -3.979  -0.73
49 H 1.585 -5.623 -3.824  0.18
50 H 0.727 -5.311 -2.305  0.17
51 H -0.059 -6.243 -3.603  0.17
52 H -0.711 -3.996 -3.605  0.47

The gap between HOMO and LUMO comes out at 9.7490 eV. As for the SMILES: CCO[C@H](N)[C@](C)(I)O[C@@H](CCCOC)[C@H](Cl)CC.CO. For the maximum force, the calculation gives 0.012 Eh/bohr. The LUMO energy comes out at 0.345 eV. The highest occupied orbital energy comes out at -9.40 eV.


Record 3
Here is a molecular structure, C33H55GeN6PdSSi5 from the Open Molecules 2025 dataset. Energies are from ωB97M-V/def2-TZVPD.

Last column: Löwdin charge in e.
Cartesian coordinates (Å):
1 Pd 0.618 -0.545 0.001  0.66
2 C 0.479 1.039 4.508  -0.19
3 Si 1.425 0.038 3.182  0.40
4 C 2.482 -1.071 4.337  -0.18
5 C 2.629 1.225 2.332  -0.18
6 N 0.451 -0.787 2.033  -0.21
7 C -0.394 -1.830 2.424  -0.33
8 C -0.722 -2.033 3.762  -0.13
9 C -1.563 -3.049 4.207  -0.15
10 C -2.125 -3.895 3.273  -0.15
11 C -1.822 -3.721 1.932  -0.08
12 C -0.948 -2.732 1.450  -0.37
13 N -0.647 -2.582 0.141  -0.11
14 Si -0.974 -3.568 -1.185  0.38
15 C -2.362 -2.854 -2.295  -0.18
16 C 0.598 -3.776 -2.242  -0.17
17 C -1.526 -5.379 -0.917  -0.21
18 H 1.152 1.757 4.979  0.03
19 H 0.099 0.390 5.292  0.02
20 H -0.370 1.581 4.105  -0.02
21 H 3.064 -0.413 4.987  0.02
22 H 3.181 -1.725 3.834  0.00
23 H 1.861 -1.697 4.973  0.01
24 H 2.617 2.210 2.797  0.01
25 H 2.382 1.346 1.271  -0.01
26 H 3.646 0.848 2.394  0.02
27 H -0.330 -1.354 4.497  0.05
28 H -1.782 -3.148 5.265  0.08
29 H -2.808 -4.682 3.573  0.08
30 H -2.282 -4.381 1.210  0.06
31 H -2.608 -1.838 -1.993  -0.01
32 H -3.274 -3.443 -2.200  0.01
33 H -2.090 -2.839 -3.351  0.01
34 H 1.354 -3.049 -1.969  -0.01
35 H 0.406 -3.680 -3.310  0.02
36 H 1.027 -4.764 -2.073  0.01
37 H -2.560 -5.453 -0.587  0.00
38 H -0.902 -5.898 -0.192  0.02
39 H -1.444 -5.904 -1.871  0.01
40 S 6.056 -0.426 -5.349  0.77
41 N 4.400 -0.268 -5.431  -0.30
42 C 3.943 -0.441 -4.184  -0.35
43 C 2.566 -0.418 -3.795  -0.09
44 C 1.516 -0.354 -4.721  0.00
45 C 0.223 -0.426 -4.271  -0.06
46 C -0.014 -0.462 -2.890  -0.21
47 N 0.938 -0.464 -1.995  -0.04
48 C 2.232 -0.541 -2.424  -0.16
49 C 3.229 -0.880 -1.474  -0.17
50 N 2.804 -1.219 -0.229  0.06
51 C 3.679 -1.661 0.633  -0.14
52 C 5.056 -1.759 0.353  -0.06
53 C 5.507 -1.408 -0.894  -0.02
54 C 4.588 -0.982 -1.865  -0.10
55 C 4.952 -0.705 -3.220  -0.35
56 N 6.196 -0.734 -3.717  -0.30
57 H 1.756 -0.283 -5.773  0.11
58 H -0.617 -0.420 -4.951  0.10
59 H -1.009 -0.480 -2.486  0.04
60 H 3.277 -1.964 1.581  0.09
61 H 5.733 -2.116 1.117  0.09
62 H 6.553 -1.479 -1.165  0.11
63 C -4.065 2.528 1.412  -0.23
64 Si -2.859 1.052 1.409  0.32
65 C -3.840 -0.441 0.790  -0.21
66 C -2.542 0.753 3.246  -0.21
67 Ge -0.902 1.363 0.053  0.57
68 Si -1.881 2.192 -2.068  0.37
69 C -3.002 3.737 -2.048  -0.23
70 C -3.084 1.056 -3.036  -0.22
71 C -0.466 2.724 -3.232  -0.22
72 Si 0.077 3.502 0.680  0.34
73 C -0.893 5.120 0.362  -0.23
74 C 1.697 3.663 -0.312  -0.24
75 C 0.508 3.766 2.507  -0.24
76 H -4.872 2.325 2.116  0.02
77 H -4.509 2.701 0.441  -0.01
78 H -3.573 3.445 1.724  0.01
79 H -4.698 -0.624 1.437  0.02
80 H -3.207 -1.325 0.800  0.01
81 H -4.202 -0.302 -0.225  0.00
82 H -3.472 0.425 3.712  0.03
83 H -2.217 1.663 3.750  0.01
84 H -1.795 -0.018 3.408  -0.01
85 H -3.877 3.620 -1.422  0.00
86 H -3.351 3.887 -3.071  0.02
87 H -2.491 4.637 -1.741  -0.01
88 H -3.914 0.757 -2.401  0.01
89 H -2.667 0.153 -3.459  -0.01
90 H -3.498 1.642 -3.859  0.02
91 H -0.323 3.800 -3.156  0.02
92 H -0.684 2.488 -4.273  0.02
93 H 0.479 2.252 -2.978  0.01
94 H -0.734 5.502 -0.643  0.01
95 H -0.534 5.875 1.064  0.01
96 H -1.961 5.010 0.516  0.00
97 H 1.556 4.305 -1.179  0.01
98 H 2.024 2.690 -0.674  0.00
99 H 2.504 4.080 0.289  0.02
100 H -0.401 3.946 3.081  0.03
101 H 1.136 4.657 2.584  0.03
102 H 1.032 2.941 2.968  -0.05

The gap between HOMO and LUMO (spin up / spin down) comes out at 4.7113 / 5.2019 eV. Its spin multiplicity is 2. For the maximum force, the calculation gives 0.014 Eh/bohr. The LUMO energy (spin up / spin down) comes out at 4.310 / 4.280 eV. As for the net charge: -2. The highest occupied orbital energy (spin up / spin down) comes out at -0.40 / -0.92 eV. The energy relative to the best compared isomer or geometry (same formula, charge and spin) comes out at 0.901 eV.


What is the formula in the first record?
C4H12


Among the records above, which one has the highest maximum force?
C4H12